{"formula": "C26H41NaOSSb", "method": "the ωB97M-V functional and the def2-TZVPD basis", "total_energy_ha": -1891.06739, "homo_energy_ev": -11.17, "e_above_lowest_kj_mol": 36.8, "lumo_energy_ev": -2.7168, "total_charge": 1, "symbols": ["Na", "C", "C", "C", "C", "Sb", "C", "C", "C", "C", "C", "C", "C", "C", "H", "H", "H", "H", "H", "H", "H", "H", "H", "H", "H", "H", "H", "H", "H", "H", "H", "H", "H", "H", "H", "H", "H", "H", "H", "H", "H", "O", "S", "C", "C", "C", "C", "C", "C", "C", "C", "C", "C", "C", "C", "C", "C", "H", "H", "H", "H", "H", "H", "H", "H", "H", "H", "H", "H", "H", "H"], "coordinates": [[-1.106, 0.563, -1.071], [-1.885, 2.897, 2.224], [-0.955, 1.810, 2.744], [0.452, 2.062, 2.220], [-0.953, 1.827, 4.264], [-1.630, -0.124, 1.813], [-3.740, -0.455, 2.526], [-4.104, -1.911, 2.284], [-4.617, 0.424, 1.644], [-3.930, -0.106, 3.991], [-0.305, -1.751, 2.679], [0.976, -1.698, 1.854], [0.015, -1.568, 4.152], [-0.974, -3.104, 2.482], [-1.508, 3.880, 2.507], [-2.879, 2.798, 2.651], [-1.967, 2.870, 1.131], [0.782, 3.064, 2.493], [0.491, 1.978, 1.127], [1.160, 1.357, 2.651], [-0.620, 2.803, 4.618], [-0.279, 1.081, 4.674], [-1.944, 1.652, 4.669], [-3.785, -2.244, 1.294], [-5.184, -2.039, 2.347], [-3.656, -2.554, 3.035], [-4.502, 0.156, 0.590], [-4.382, 1.480, 1.758], [-5.664, 0.288, 1.911], [-3.180, -0.591, 4.614], [-4.910, -0.443, 4.324], [-3.886, 0.968, 4.150], [1.388, -0.690, 1.809], [0.799, -2.036, 0.832], [1.732, -2.343, 2.303], [0.677, -0.722, 4.316], [0.527, -2.455, 4.524], [-0.890, -1.434, 4.741], [-1.447, -3.189, 1.503], [-1.723, -3.277, 3.249], [-0.234, -3.900, 2.567], [0.533, 0.082, -1.883], [1.770, -0.520, -1.309], [1.974, -2.141, -2.174], [2.129, -2.033, -3.648], [1.040, -1.678, -4.438], [1.179, -1.571, -5.809], [2.397, -1.841, -6.408], [3.485, -2.197, -5.631], [3.356, -2.284, -4.256], [3.199, 0.410, -2.038], [2.704, 1.648, -2.698], [2.216, 2.699, -1.927], [1.745, 3.850, -2.534], [1.775, 3.962, -3.915], [2.237, 2.910, -4.688], [2.696, 1.754, -4.083], [1.066, -2.684, -1.910], [2.833, -2.606, -1.695], [0.079, -1.497, -3.973], [0.326, -1.301, -6.414], [2.496, -1.781, -7.481], [4.432, -2.422, -6.097], [4.203, -2.584, -3.656], [3.716, -0.239, -2.739], [3.835, 0.635, -1.182], [2.237, 2.619, -0.848], [1.390, 4.672, -1.929], [1.459, 4.878, -4.387], [2.261, 2.997, -5.764], [3.068, 0.938, -4.686]], "mulliken_charge": [0.976, -1.850, 1.653, -1.843, -1.420, 0.800, 1.417, -1.825, -1.642, -1.562, 1.719, -1.630, -1.737, -1.921, 0.507, 0.338, 0.318, 0.537, 0.363, 0.275, 0.494, 0.228, 0.238, 0.346, 0.523, 0.334, 0.315, 0.304, 0.485, 0.244, 0.507, 0.316, 0.360, 0.196, 0.477, 0.398, 0.516, 0.260, 0.376, 0.395, 0.486, -0.945, 0.896, -1.375, 0.476, -0.188, -0.720, -0.477, -0.668, -0.189, -1.449, 0.373, -0.007, -0.846, -0.411, -0.822, -0.052, 0.538, 0.502, 0.339, 0.412, 0.422, 0.395, 0.422, 0.514, 0.549, 0.495, 0.433, 0.411, 0.416, 0.285]}